1.
Density functional theory data (the ωB97M-V functional and the def2-TZVPD basis) for 7 unconnected molecules or ions with the total composition C28H39F9O18 in a non-equilibrium geometry.

As for the SMILES: CCOC(=O)C(F)(F)F.CCOC(=O)C(F)(F)F.CCOC(=O)C(F)(F)F.C[C@H]1COC(=O)O1.C[C@H]1COC(=O)O1.C[C@H]1COC(=O)O1.C[C@H]1COC(=O)O1. As for the HOMO energy: -10.4 eV. The orbital gap comes out at 0.3800 hartree. The value obtained for the LUMO energy is -0.07 eV.

Element x y z (Å)
C (-1.89, 2.35, 2.84)
C (-2.09, 2.25, 1.34)
O (-0.93, 1.78, 0.65)
C (-0.74, 2.04, -0.63)
O (-1.33, 2.83, -1.30)
C (0.43, 1.16, -1.20)
F (1.28, 0.81, -0.23)
F (-0.05, 0.06, -1.78)
F (1.09, 1.85, -2.13)
H (-2.77, 2.72, 3.35)
H (-1.06, 3.06, 2.90)
H (-1.46, 1.43, 3.24)
H (-2.48, 3.19, 0.94)
H (-2.85, 1.50, 1.11)
C (-5.51, -3.18, 3.07)
C (-4.40, -3.83, 2.23)
O (-3.43, -2.87, 1.87)
C (-2.30, -2.76, 2.55)
O (-2.15, -3.21, 3.63)
C (-1.22, -1.98, 1.80)
F (-0.15, -2.78, 1.71)
F (-1.59, -1.65, 0.59)
F (-0.80, -0.96, 2.57)
H (-6.35, -3.84, 3.28)
H (-5.83, -2.24, 2.63)
H (-5.12, -2.93, 4.06)
H (-4.80, -4.27, 1.31)
H (-3.96, -4.61, 2.85)
C (4.90, -0.02, -3.64)
C (4.30, 1.33, -3.27)
O (5.37, 2.09, -2.63)
C (5.01, 3.28, -2.20)
O (3.89, 3.66, -2.00)
C (6.18, 4.17, -1.82)
F (6.37, 5.07, -2.80)
F (5.97, 4.83, -0.69)
F (7.33, 3.49, -1.68)
H (4.15, -0.64, -4.12)
H (5.21, -0.49, -2.71)
H (5.70, 0.11, -4.36)
H (3.49, 1.24, -2.55)
H (3.95, 1.95, -4.10)
C (-2.45, -2.95, -3.66)
C (-3.38, -1.78, -3.46)
C (-4.83, -2.05, -3.25)
O (-5.26, -1.09, -2.27)
C (-4.19, -0.78, -1.54)
O (-4.15, -0.11, -0.55)
O (-3.04, -1.22, -2.15)
H (-2.59, -3.75, -2.94)
H (-1.43, -2.59, -3.78)
H (-2.66, -3.50, -4.59)
H (-3.18, -0.94, -4.13)
H (-5.07, -3.08, -2.99)
H (-5.45, -1.83, -4.12)
C (1.46, -5.23, -3.21)
C (1.27, -3.89, -2.53)
C (2.46, -3.26, -1.75)
O (2.62, -2.00, -2.39)
C (1.61, -1.75, -3.27)
O (1.42, -0.70, -3.79)
O (0.94, -2.87, -3.48)
H (2.23, -5.76, -2.64)
H (1.84, -5.16, -4.23)
H (0.55, -5.83, -3.12)
H (0.48, -3.98, -1.78)
H (3.42, -3.77, -1.90)
H (2.21, -3.22, -0.69)
C (0.69, -0.03, 5.35)
C (0.05, -1.24, 6.00)
C (0.70, -2.60, 5.56)
O (1.14, -3.20, 6.74)
C (0.66, -2.48, 7.81)
O (0.60, -2.98, 8.89)
O (0.25, -1.30, 7.41)
H (0.55, -0.07, 4.27)
H (1.76, -0.03, 5.53)
H (0.19, 0.88, 5.69)
H (-1.01, -1.23, 5.77)
H (1.52, -2.41, 4.87)
H (-0.06, -3.13, 4.98)
C (-0.59, 6.34, -1.54)
C (0.12, 5.67, -0.38)
C (1.36, 4.82, -0.74)
O (2.43, 5.79, -0.64)
C (2.02, 6.80, 0.14)
O (2.71, 7.59, 0.70)
O (0.70, 6.76, 0.34)
H (-1.42, 6.97, -1.21)
H (-1.07, 5.67, -2.26)
H (0.13, 6.95, -2.09)
H (-0.59, 5.00, 0.11)
H (1.26, 4.51, -1.77)
H (1.66, 4.08, -0.01)

What are the Löwdin partial charges on each atom? They are as follows, in elementary charge units: number 1, C, carries -0.044; number 2, C, carries -0.204; number 3, O, carries 0.031; number 4, C, carries -0.392; number 5, O, carries 0.165; number 6, C, carries -0.536; number 7, F, carries 0.165; number 8, F, carries 0.167; number 9, F, carries 0.167; number 10, H, carries 0.088; number 11, H, carries 0.086; number 12, H, carries 0.055; number 13, H, carries 0.125; number 14, H, carries 0.117; number 15, C, carries -0.051; number 16, C, carries -0.199; number 17, O, carries 0.032; number 18, C, carries -0.384; number 19, O, carries 0.169; number 20, C, carries -0.545; number 21, F, carries 0.157; number 22, F, carries 0.209; number 23, F, carries 0.155; number 24, H, carries 0.079; number 25, H, carries 0.080; number 26, H, carries 0.078; number 27, H, carries 0.124; number 28, H, carries 0.124; number 29, C, carries -0.047; number 30, C, carries -0.164; number 31, O, carries 0.045; number 32, C, carries -0.416; number 33, O, carries 0.174; number 34, C, carries -0.542; number 35, F, carries 0.157; number 36, F, carries 0.188; number 37, F, carries 0.156; number 38, H, carries 0.063; number 39, H, carries 0.084; number 40, H, carries 0.082; number 41, H, carries 0.105; number 42, H, carries 0.138; number 43, C, carries -0.015; number 44, C, carries -0.289; number 45, C, carries -0.093; number 46, O, carries 0.091; number 47, C, carries -0.565; number 48, O, carries 0.152; number 49, O, carries 0.044; number 50, H, carries 0.092; number 51, H, carries 0.072; number 52, H, carries 0.093; number 53, H, carries 0.164; number 54, H, carries 0.138; number 55, H, carries 0.140; number 56, C, carries -0.010; number 57, C, carries -0.296; number 58, C, carries -0.065; number 59, O, carries 0.043; number 60, C, carries -0.581; number 61, O, carries 0.161; number 62, O, carries 0.077; number 63, H, carries 0.085; number 64, H, carries 0.093; number 65, H, carries 0.080; number 66, H, carries 0.143; number 67, H, carries 0.133; number 68, H, carries 0.128; number 69, C, carries -0.024; number 70, C, carries -0.294; number 71, C, carries -0.118; number 72, O, carries 0.065; number 73, C, carries -0.560; number 74, O, carries 0.171; number 75, O, carries 0.103; number 76, H, carries 0.064; number 77, H, carries 0.096; number 78, H, carries 0.088; number 79, H, carries 0.147; number 80, H, carries 0.130; number 81, H, carries 0.108; number 82, C, carries -0.021; number 83, C, carries -0.302; number 84, C, carries -0.081; number 85, O, carries 0.051; number 86, C, carries -0.586; number 87, O, carries 0.162; number 88, O, carries 0.079; number 89, H, carries 0.087; number 90, H, carries 0.083; number 91, H, carries 0.096; number 92, H, carries 0.134; number 93, H, carries 0.126; number 94, H, carries 0.139

=====

2.
Density functional theory data (the ωB97M-V functional and the def2-TZVPD basis) for a molecular structure, C28H39GaNO2S in a non-equilibrium geometry.

As for the HOMO energy: -17.2 eV. The orbital gap comes out at 0.2798 hartree. As for the net charge: +3. The value obtained for the LUMO energy is -9.59 eV.

Element x y z (Å)
Ga (-0.06, -0.12, 0.74)
C (0.07, 2.64, 3.04)
C (1.09, 1.68, 2.45)
C (1.95, 1.03, 3.32)
C (2.09, 1.35, 4.81)
C (2.86, 0.01, 2.76)
C (3.65, -0.88, 3.65)
C (3.12, -0.04, 1.35)
C (4.24, -0.92, 0.80)
C (2.32, 0.68, 0.43)
C (2.54, 0.51, -1.05)
C (1.23, 1.48, 1.01)
C (0.68, 2.65, 0.19)
H (-0.85, 2.72, 2.52)
H (0.50, 3.65, 3.09)
H (-0.11, 2.33, 4.06)
H (3.15, 1.34, 5.12)
H (1.56, 0.63, 5.42)
H (1.69, 2.31, 4.97)
H (4.68, -0.55, 3.73)
H (3.68, -1.88, 3.27)
H (3.27, -0.93, 4.67)
H (3.83, -1.73, 0.22)
H (4.91, -1.20, 1.58)
H (4.85, -0.41, 0.06)
H (3.57, 0.72, -1.30)
H (1.96, 1.16, -1.68)
H (2.41, -0.50, -1.38)
H (1.35, 3.51, 0.37)
H (-0.38, 2.91, 0.33)
H (0.79, 2.46, -0.85)
C (-2.98, -0.29, 1.44)
O (-1.64, -0.22, 1.94)
C (-1.47, -1.12, 3.01)
C (-0.66, -2.33, 2.57)
O (0.45, -1.87, 1.74)
C (1.23, -2.89, 1.14)
H (-3.35, -1.34, 1.25)
H (-3.01, 0.31, 0.52)
H (-3.57, 0.27, 2.19)
H (-2.47, -1.43, 3.37)
H (-0.87, -0.49, 3.70)
H (-1.17, -3.07, 2.00)
H (-0.21, -2.80, 3.45)
H (1.84, -2.45, 0.38)
H (0.62, -3.64, 0.67)
H (1.87, -3.32, 1.91)
N (-0.88, -0.55, -0.90)
S (-1.01, 0.28, -2.32)
C (-0.79, -0.77, -3.75)
C (-1.56, -0.59, -4.89)
C (-1.11, -1.16, -6.07)
C (0.08, -1.86, -6.12)
C (0.76, -2.11, -4.96)
C (0.34, -1.54, -3.77)
C (-2.61, 0.96, -2.47)
C (-3.73, 0.13, -2.50)
C (-4.96, 0.72, -2.65)
C (-5.10, 2.10, -2.69)
C (-3.96, 2.90, -2.63)
C (-2.68, 2.36, -2.52)
H (-1.37, -1.46, -0.88)
H (-2.50, -0.02, -4.94)
H (-1.73, -1.11, -6.91)
H (0.50, -2.25, -7.04)
H (1.58, -2.79, -5.02)
H (0.92, -1.78, -2.89)
H (-3.67, -0.94, -2.42)
H (-5.84, 0.07, -2.72)
H (-6.10, 2.57, -2.75)
H (-4.05, 4.00, -2.66)
H (-1.77, 2.95, -2.51)

What are the Löwdin partial charges on each atom? They are as follows, in elementary charge units: number 1, Ga, carries 0.685; number 2, C, carries 0.002; number 3, C, carries -0.178; number 4, C, carries -0.120; number 5, C, carries 0.009; number 6, C, carries -0.094; number 7, C, carries -0.007; number 8, C, carries -0.147; number 9, C, carries 0.008; number 10, C, carries -0.162; number 11, C, carries -0.004; number 12, C, carries -0.298; number 13, C, carries -0.015; number 14, H, carries 0.080; number 15, H, carries 0.130; number 16, H, carries 0.087; number 17, H, carries 0.116; number 18, H, carries 0.098; number 19, H, carries 0.071; number 20, H, carries 0.122; number 21, H, carries 0.091; number 22, H, carries 0.099; number 23, H, carries 0.082; number 24, H, carries 0.081; number 25, H, carries 0.106; number 26, H, carries 0.110; number 27, H, carries 0.074; number 28, H, carries 0.083; number 29, H, carries 0.134; number 30, H, carries 0.105; number 31, H, carries 0.050; number 32, C, carries -0.010; number 33, O, carries -0.236; number 34, C, carries -0.106; number 35, C, carries -0.061; number 36, O, carries -0.221; number 37, C, carries 0.001; number 38, H, carries 0.144; number 39, H, carries 0.093; number 40, H, carries 0.140; number 41, H, carries 0.168; number 42, H, carries 0.158; number 43, H, carries 0.138; number 44, H, carries 0.166; number 45, H, carries 0.077; number 46, H, carries 0.117; number 47, H, carries 0.126; number 48, N, carries -0.259; number 49, S, carries 1.137; number 50, C, carries -0.383; number 51, C, carries -0.042; number 52, C, carries -0.019; number 53, C, carries -0.019; number 54, C, carries -0.045; number 55, C, carries -0.101; number 56, C, carries -0.450; number 57, C, carries -0.093; number 58, C, carries -0.046; number 59, C, carries -0.016; number 60, C, carries -0.035; number 61, C, carries -0.053; number 62, H, carries 0.081; number 63, H, carries 0.129; number 64, H, carries 0.117; number 65, H, carries 0.134; number 66, H, carries 0.126; number 67, H, carries 0.101; number 68, H, carries 0.122; number 69, H, carries 0.135; number 70, H, carries 0.144; number 71, H, carries 0.133; number 72, H, carries 0.110

=====

3.
Density functional theory data (the ωB97M-V functional and the def2-TZVPD basis) for a gas-phase ion, C28H39N2O3 (charge +1).

As for the SMILES: CCCCCCCCCCOC(=O)Cn1c(COc2cccc(C)c2)[n+](C)c2ccccc21. As for the HOMO energy: -11.5 eV. The orbital gap comes out at 0.3176 hartree. The calculation puts the energy above the lowest of the compared OMol25 structures with the same formula, charge and spin at 21.29 kJ/mol. As for the net charge: +1. The value obtained for the LUMO energy is -2.87 eV.

Element x y z (Å)
C (-2.25, -5.93, 0.45)
C (-2.99, -4.88, -0.37)
C (-2.44, -3.46, -0.17)
C (-1.00, -3.26, -0.63)
C (-0.75, -3.54, -2.12)
C (-1.57, -2.68, -3.08)
C (-1.29, -1.18, -2.94)
C (-2.00, -0.38, -4.02)
C (-1.86, 1.14, -3.86)
C (-0.44, 1.66, -4.07)
H (0.00, 1.22, -4.96)
H (-0.45, 2.75, -4.14)
O (0.44, 1.28, -2.99)
C (0.43, 2.00, -1.90)
O (-0.19, 3.01, -1.69)
C (1.36, 1.39, -0.83)
N (1.66, 2.41, 0.14)
C (0.77, 2.94, 0.99)
N (1.28, 4.05, 1.55)
C (2.54, 4.25, 1.04)
C (3.50, 5.24, 1.27)
C (4.68, 5.14, 0.57)
C (4.92, 4.10, -0.34)
C (3.98, 3.12, -0.58)
C (2.78, 3.21, 0.13)
H (4.17, 2.33, -1.28)
H (5.86, 4.07, -0.87)
H (5.44, 5.89, 0.72)
H (3.33, 6.04, 1.97)
C (0.60, 4.90, 2.50)
H (0.41, 4.36, 3.43)
H (1.24, 5.75, 2.71)
H (-0.34, 5.25, 2.09)
C (-0.58, 2.37, 1.30)
O (-0.61, 0.97, 1.30)
C (-0.07, 0.30, 2.39)
C (-0.43, -1.04, 2.49)
C (0.07, -1.83, 3.51)
C (0.93, -1.26, 4.44)
C (1.29, 0.07, 4.34)
C (0.80, 0.86, 3.31)
H (1.11, 1.89, 3.24)
H (1.96, 0.51, 5.06)
H (1.32, -1.86, 5.25)
C (-0.34, -3.27, 3.63)
H (-0.64, -3.67, 2.67)
H (-1.19, -3.35, 4.31)
H (0.47, -3.87, 4.03)
H (-1.11, -1.45, 1.76)
H (-0.93, 2.77, 2.26)
H (-1.28, 2.68, 0.51)
H (2.28, 1.02, -1.29)
H (0.83, 0.56, -0.37)
H (-2.50, 1.64, -4.59)
H (-2.21, 1.44, -2.86)
H (-3.07, -0.62, -4.00)
H (-1.62, -0.67, -5.00)
H (-0.21, -1.02, -3.00)
H (-1.63, -0.83, -1.96)
H (-2.64, -2.86, -2.92)
H (-1.33, -2.98, -4.10)
H (-0.96, -4.59, -2.33)
H (0.31, -3.37, -2.32)
H (-0.70, -2.23, -0.41)
H (-0.34, -3.91, -0.05)
H (-3.09, -2.76, -0.70)
H (-2.51, -3.22, 0.89)
H (-2.95, -5.15, -1.42)
H (-4.04, -4.88, -0.07)
H (-2.72, -6.90, 0.34)
H (-2.26, -5.67, 1.51)
H (-1.21, -6.02, 0.13)

What are the natural (NBO) partial charges on each atom? They are as follows, in elementary charge units: number 1, C, carries -0.609; number 2, C, carries -0.398; number 3, C, carries -0.398; number 4, C, carries -0.403; number 5, C, carries -0.394; number 6, C, carries -0.396; number 7, C, carries -0.405; number 8, C, carries -0.392; number 9, C, carries -0.422; number 10, C, carries -0.082; number 11, H, carries 0.205; number 12, H, carries 0.209; number 13, O, carries -0.485; number 14, C, carries 0.801; number 15, O, carries -0.610; number 16, C, carries -0.331; number 17, N, carries -0.299; number 18, C, carries 0.511; number 19, N, carries -0.313; number 20, C, carries 0.177; number 21, C, carries -0.225; number 22, C, carries -0.185; number 23, C, carries -0.182; number 24, C, carries -0.207; number 25, C, carries 0.104; number 26, H, carries 0.234; number 27, H, carries 0.237; number 28, H, carries 0.237; number 29, H, carries 0.232; number 30, C, carries -0.421; number 31, H, carries 0.229; number 32, H, carries 0.240; number 33, H, carries 0.234; number 34, C, carries -0.133; number 35, O, carries -0.511; number 36, C, carries 0.359; number 37, C, carries -0.285; number 38, C, carries 0.037; number 39, C, carries -0.219; number 40, C, carries -0.176; number 41, C, carries -0.339; number 42, H, carries 0.196; number 43, H, carries 0.222; number 44, H, carries 0.221; number 45, C, carries -0.638; number 46, H, carries 0.221; number 47, H, carries 0.233; number 48, H, carries 0.227; number 49, H, carries 0.226; number 50, H, carries 0.215; number 51, H, carries 0.262; number 52, H, carries 0.252; number 53, H, carries 0.280; number 54, H, carries 0.229; number 55, H, carries 0.208; number 56, H, carries 0.212; number 57, H, carries 0.200; number 58, H, carries 0.198; number 59, H, carries 0.189; number 60, H, carries 0.199; number 61, H, carries 0.207; number 62, H, carries 0.208; number 63, H, carries 0.199; number 64, H, carries 0.188; number 65, H, carries 0.206; number 66, H, carries 0.199; number 67, H, carries 0.193; number 68, H, carries 0.197; number 69, H, carries 0.207; number 70, H, carries 0.219; number 71, H, carries 0.198; number 72, H, carries 0.200